Entry 1:
Formula: B3F12Sn
Source: the Open Molecules 2025 dataset
Level of theory: wB97M-V/def2-TZVPD

The value obtained for the orbital gap is 9.43 eV. The calculation puts the relative energy (zero: lowest compared OMol25 entry of this formula, charge and spin) at 0.0000 eV. The calculation puts the highest occupied orbital energy at -9.4826 eV. Its charge is -1.

Each line ends with the Löwdin charge.
Element x y z (Å)
Sn1 8.73061 -2.31866 14.70115  1.97
B1 11.32193 -0.30163 15.58460  -1.28
F1 12.66080 -0.56606 15.36534  0.13
F2 11.18514 0.95872 16.18237  0.10
F3 10.63832 -0.23982 14.32604  -0.02
F4 10.59872 -1.25690 16.33635  0.02
B2 6.85872 -4.65353 13.82674  -1.27
F5 5.53144 -4.93032 14.09429  0.15
F6 7.28345 -5.37929 12.72132  0.13
F7 6.99317 -3.20789 13.55675  -0.11
F8 7.69974 -4.86909 14.91525  0.10
B3 7.63865 -3.03510 17.72791  -1.27
F9 9.02257 -3.15481 17.31714  0.01
F10 7.55879 -1.81971 18.40489  0.12
F11 6.88373 -3.04190 16.53736  0.06
F12 7.36849 -4.09595 18.57708  0.14

Entry 2:
Formula: C8H19CuN2NbO4PS
Source: the Open Molecules 2025 dataset
Level of theory: wB97M-V/def2-TZVPD

The value obtained for the orbital gap (alpha / beta) is 7.89 / 6.64 eV. The spin multiplicity is 2. The calculation puts the highest occupied orbital energy (alpha / beta) at -12.6424 / -12.7276 eV. Its charge is +1.

Each line ends with the Löwdin spin population.
Element x y z (Å)
C1 -1.84015 -2.47377 2.11051  0.00
C2 -0.73865 -3.08948 1.26271  0.00
N1 -0.66439 -2.41038 -0.06823  0.00
Nb1 0.10154 -0.56581 -0.40842  0.05
C3 -1.79780 0.57350 -0.23841  0.02
C4 -3.10240 -0.13847 -0.08242  0.00
O1 -3.48742 -1.00539 -0.76873  0.00
O2 -3.83958 0.30633 1.01892  0.00
P1 2.43268 -1.76366 -0.92745  0.14
S1 3.56405 -0.47431 -1.96776  0.75
N2 1.10553 1.31210 -0.47481  0.01
C5 0.45967 2.33085 -1.23863  0.00
C6 0.57351 2.22678 -2.73236  0.00
O3 -0.12358 3.23263 -0.69937  0.00
C7 1.60321 1.86883 0.74457  0.00
C8 3.04700 2.24972 0.72615  0.00
O4 0.92667 2.07782 1.72891  0.00
H1 -2.03427 -3.09132 2.98817  0.00
H2 -1.55581 -1.46946 2.44541  0.00
H3 -2.76734 -2.40441 1.54041  0.00
H4 -0.95525 -4.14646 1.09552  0.00
H5 0.21454 -3.01059 1.78605  0.00
H6 -0.16272 -3.05959 -0.68019  0.00
H7 0.67346 -0.58981 1.33197  0.00
H8 0.07287 -0.68095 -2.23636  0.00
H9 -1.54075 1.12253 0.69177  0.00
H10 -1.92186 1.34387 -1.00491  0.00
H11 -4.32495 1.10497 0.75750  0.00
H12 3.12594 -2.21900 0.20050  0.01
H13 2.24109 -2.89354 -1.73066  0.02
H14 -0.43361 2.14815 -3.14914  0.00
H15 1.13798 1.34765 -3.03580  0.00
H16 1.04696 3.13649 -3.10495  0.00
H17 3.61714 1.60385 0.05928  0.00
H18 3.46416 2.24326 1.73044  0.00
H19 3.10852 3.26593 0.31988  0.00
Cu1 -1.22600 1.99116 2.00993  0.00

Entry 3:
Formula: C4H4N2O
Source: the Open Molecules 2025 dataset
Level of theory: wB97M-V/def2-TZVPD

The value obtained for the orbital gap (alpha / beta) is 7.79 / 7.25 eV. The calculation puts the relative energy (zero: lowest compared OMol25 entry of this formula, charge and spin) at 3.4310 eV. The calculation puts the highest occupied orbital energy (alpha / beta) at -9.9324 / -9.4026 eV.

Each line ends with the Löwdin charge.
Element x y z (Å)
O1 2.24531 -1.42442 -0.00931  0.05
C1 1.18857 -0.81234 0.00566  -0.50
C2 1.11016 0.65145 -0.02523  0.08
C3 -0.09930 1.34079 -0.05438  -0.13
N1 -1.27405 0.72987 -0.03149  0.09
C4 -1.18384 -0.64926 0.04066  -0.35
N2 -0.05657 -1.42604 0.06685  0.19
H1 2.05038 1.20315 -0.04476  0.12
H2 -0.10775 2.42864 -0.10096  0.11
H3 -1.91830 -1.00046 0.80920  0.18
H4 -1.93074 -1.07847 -0.67096  0.18

Entry 4:
Formula: C2H6N2O
Source: the Open Molecules 2025 dataset
Level of theory: wB97M-V/def2-TZVPD

The value obtained for the orbital gap is 9.04 eV. As for the structure (SMILES): CO/C=N/N. The calculation puts the relative energy (zero: lowest compared OMol25 entry of this formula, charge and spin) at 3.3398 eV. The calculation puts the highest occupied orbital energy at -7.8738 eV.

Each line ends with the Löwdin charge.
Element x y z (Å)
C1 -0.33556 1.83582 -0.64167  -0.08
C2 0.65501 -0.26579 -0.14989  -0.24
H1 -0.64464 2.17445 0.29126  0.06
H2 -1.22815 1.42183 -1.03595  0.06
H3 -0.01202 2.78274 -1.25694  0.13
H4 1.58308 -0.75553 -0.09360  0.12
H5 -0.56632 -1.81267 2.11773  0.08
H6 -0.62636 -2.70788 0.60512  0.06
N1 -0.40427 -0.66729 0.41593  -0.05
N2 -0.48481 -1.85198 1.09539  -0.05
O1 0.72517 0.88897 -0.80719  -0.09

Entry 5:
Formula: C7H6O3S
Source: the Open Molecules 2025 dataset
Level of theory: wB97M-V/def2-TZVPD

The value obtained for the orbital gap is 9.15 eV. As for the structure (SMILES): O=C1O[C@@H]2[C@@H](O)[C@@]34C[C@@]13[C@H]2S4. The calculation puts the relative energy (zero: lowest compared OMol25 entry of this formula, charge and spin) at 3.9355 eV. The calculation puts the highest occupied orbital energy at -8.8556 eV.

Each line ends with the Löwdin charge.
Element x y z (Å)
C1 2.04239 -0.06431 0.14155  -0.47
C2 0.50516 1.76368 -0.83321  -0.06
C3 0.27187 -1.14337 0.84037  -0.26
C4 -0.24337 -1.21770 -0.61195  -0.22
C5 -0.08254 0.26070 1.25626  -0.44
C6 0.90839 0.81404 0.18769  -0.26
C7 -0.43167 0.60226 -0.74578  -0.36
O1 3.11967 0.21576 -0.27574  0.17
O2 1.68948 -1.26946 0.67776  0.08
O3 -1.43983 -1.82008 -0.83326  0.02
S1 -1.59116 0.83785 0.55738  1.01
H1 0.05769 2.67579 -0.33574  0.13
H2 0.92799 2.00166 -1.76769  0.11
H3 -0.26165 -1.94493 1.41229  0.18
H4 0.60054 -1.43733 -1.25848  0.16
H5 -0.03125 0.66651 2.28754  0.12
H6 -1.94064 -1.71234 -0.01998  0.08

Entry 6:
Formula: C2H6INS
Source: the Open Molecules 2025 dataset
Level of theory: wB97M-V/def2-TZVPD

The value obtained for the orbital gap (alpha / beta) is 7.07 / 6.31 eV. The calculation puts the relative energy (zero: lowest compared OMol25 entry of this formula, charge and spin) at 2.1462 eV. The spin multiplicity is 3. The calculation puts the highest occupied orbital energy (alpha / beta) at -6.4075 / -8.9809 eV.

Each line ends with the Löwdin spin population.
Element x y z (Å)
C1 -0.48653 -0.75155 1.13926  0.00
C2 0.84409 -0.57926 1.41423  0.01
N1 -0.54225 0.54999 -1.49002  0.72
S1 0.35231 1.86770 -1.01393  0.18
I1 0.15635 -1.12058 -2.51869  1.05
H1 -0.89918 0.09627 -0.60607  0.01
H2 -0.89486 -1.66571 0.61410  0.00
H3 -1.17863 -0.23644 1.56960  0.00
H4 1.25197 0.32783 1.89881  0.00
H5 1.59586 -1.21615 0.90988  0.00
H6 -0.19913 2.72790 -1.91717  0.03

Entry 7:
Formula: C12H29F6N3O8S2
Source: the Open Molecules 2025 dataset
Level of theory: wB97M-V/def2-TZVPD

The value obtained for the orbital gap is 7.19 eV. The calculation puts the relative energy (zero: lowest compared OMol25 entry of this formula, charge and spin) at 4.7836 eV. The calculation puts the highest occupied orbital energy at -8.7371 eV.

Each line ends with the Löwdin charge.
Element x y z (Å)
O1 0.00053 -5.52958 15.63747  0.38
H1 -0.41363 -4.66485 15.58951  0.17
H2 0.92046 -5.47763 15.36795  0.17
H3 -0.10822 -5.98306 16.47658  0.16
C1 -4.20891 -2.41634 13.98903  -0.66
F1 -3.99083 -3.68270 14.24681  0.14
F2 -4.88479 -2.29652 12.83128  0.12
F3 -4.89811 -1.83960 14.95476  0.16
S1 -2.46816 -1.53403 13.63393  0.68
O2 -1.91230 -2.28382 12.51700  -0.33
O3 -2.72458 -0.13497 13.30958  -0.30
N1 -1.68910 -1.87533 15.14939  -0.34
S2 -1.54039 -0.46756 15.79497  0.53
O4 -0.65201 0.50847 15.13141  -0.32
O5 -2.80139 0.10408 16.22372  -0.31
C2 -0.55274 -0.99592 17.34885  -0.62
F4 -1.36263 -1.73792 18.13406  0.10
F5 0.51686 -1.71398 16.91124  0.07
F6 -0.10119 0.08461 18.00929  0.13
C3 3.09766 -8.83623 13.62012  -0.06
C4 3.70881 -7.61211 12.89732  -0.46
C5 2.99870 -7.44995 11.56261  -0.15
O6 3.29212 -8.63104 10.69686  -0.19
C6 2.73266 -8.45853 9.39868  -0.13
N2 3.50268 -6.43690 13.69710  0.02
H4 2.02962 -8.70550 13.79428  0.07
H5 3.46042 -9.05912 14.62352  0.07
H6 3.33241 -9.71455 13.01883  0.08
H7 4.78004 -7.73662 12.73894  0.14
H8 3.48236 -6.63539 11.02348  0.12
H9 1.92177 -7.35153 11.69909  0.13
H10 3.23483 -7.66575 8.84423  0.08
H11 1.66429 -8.25807 9.31794  0.08
H12 2.87338 -9.33310 8.76351  0.08
H13 3.88251 -5.70625 13.11230  0.07
H14 4.18600 -6.44271 14.44084  0.08
C7 -2.16840 -9.42576 15.39777  -0.08
O7 -1.24024 -9.12414 16.44295  -0.21
C8 -1.59994 -9.40345 17.75637  -0.22
C9 -0.32520 -9.20629 18.71186  -0.16
N3 -0.18143 -7.72894 18.95152  -0.07
C10 0.89424 -7.46489 19.95621  -0.19
C11 2.32147 -7.91005 19.54296  -0.25
O8 2.61033 -8.99744 20.33706  -0.19
C12 3.81414 -9.66108 20.00486  -0.10
H15 -1.68511 -9.46542 14.42157  0.08
H16 -2.95925 -8.67571 15.40502  0.09
H17 -2.47483 -10.46982 15.46220  0.09
H18 -1.83976 -10.46379 17.83551  0.11
H19 -2.44579 -8.87099 18.19126  0.12
H20 0.61392 -9.54376 18.27337  0.11
H21 -0.44718 -9.76237 19.64138  0.12
H22 -1.02886 -7.48995 19.44634  0.09
H23 0.73065 -7.77625 20.98791  0.12
H24 0.92002 -6.38488 20.10112  0.10
H25 2.99784 -7.08544 19.76801  0.12
H26 2.37447 -8.17227 18.48630  0.11
H27 3.99622 -10.00924 18.98813  0.09
H28 3.91059 -10.55229 20.62497  0.09
H29 4.63976 -9.00165 20.27244  0.09